1.
Computed, not measured: a structure of composition C6H6, with wB97M-V/def2-TZVPD.

The geometry in XYZ format:
```
12
Properties=species:S:1:pos:R:3
C -1.6216 0.4855 0.4117
C -0.6722 -0.2952 -0.4788
C 0.1797 0.3524 -1.3583
C 1.3964 0.6238 -1.4925
C 2.1798 0.1568 -0.5080
C 2.0285 -0.5150 0.5533
H -1.8914 -0.1026 1.2957
H -1.1614 1.4200 0.7477
H -2.5471 0.7310 -0.1210
H -1.0294 -1.2824 -0.7855
H 0.6079 -0.6171 0.3409
H 2.5310 -0.9573 1.3949
```

Summary:
**Kohn-Sham gap**: 9.00 eV
**Total charge**: 0
**HOMO energy**: -9.113 eV



2.
Computed, not measured: the molecule C6H6, with wB97M-V/def2-TZVPD.

The geometry in XYZ format:
```
12
Properties=species:S:1:pos:R:3
C -1.5432 0.9343 -0.2566
C -1.3889 -0.5113 -0.0271
C -0.2583 -1.1811 0.2713
C 1.0704 -0.6676 0.1902
C 2.2506 -0.2436 0.1128
C 3.5565 0.0481 0.1689
H -2.2136 1.3517 0.5067
H -0.5580 1.3895 -0.1803
H -2.0086 1.1304 -1.2247
H -2.2901 -1.1206 -0.0537
H -0.5255 -2.1701 0.6418
H 3.9086 1.0404 -0.1491
```

Summary:
**Kohn-Sham gap (alpha / beta)**: 6.65 / 6.66 eV
**Total charge**: 0
**HOMO energy (alpha / beta)**: -7.917 / -7.917 eV



3.
Computed, not measured: a cluster of 2 separate species, C6H6BN in total, with wB97M-V/def2-TZVPD.

The geometry in XYZ format:
```
14
Properties=species:S:1:pos:R:3
B -1.1468 1.3634 -0.5875
C 0.2772 1.6181 -0.5092
C 0.9419 1.2883 0.6790
N 0.3649 0.9229 1.7733
C -0.9347 0.6614 1.7151
C -1.7978 0.8273 0.6569
H 0.8865 1.9029 -1.3640
H 2.0404 1.1946 0.8059
H -1.3167 0.5130 2.7288
H -2.7184 0.4055 0.6362
C 0.8729 -1.8362 -2.0417
C 0.5912 -2.7218 -1.2816
H 1.2852 -1.1505 -2.7233
H 0.3692 -3.4927 -0.5886
```

Summary:
**Kohn-Sham gap**: 7.83 eV
**SMILES**: b1ccncc1.C#C
**Total charge**: 0
**HOMO energy**: -9.350 eV



So what do the calculations give for energy above the lowest of the compared OMol25 structures with the same formula, charge and spin? Going down the list: 675.69; 549.20; 60.80 kJ/mol.
So what do the calculations give for E_tot? Going down the list: -231.9690; -232.0171; -311.6369 a.u..